Record 1
The following is a DFT calculation (the ωB97M-V functional and the def2-TZVPD basis) of a 6-piece molecular cluster, C43H54BBrClF5N4O4P overall.

* electronic energy: -6090.54821 hartree
* HOMO level: -10.5 eV
* M: 943.06 g mol⁻¹

The geometry in ORCA input format:
```
! RIJCOSX wB97M-V def2-TZVPD def2/J DEFGRID3
* xyz 1 1
C 2.2786 -3.2956 3.1061
C 0.9468 -2.5566 3.3359
C -0.0681 -2.7578 2.2068
C 0.3069 -1.9227 0.9940
N -0.6219 -2.1765 -0.1318
Cl -2.0996 -1.2862 0.2205
C -0.2364 -1.6265 -1.3901
N 0.4627 -0.4295 -1.4588
C -0.3457 0.7616 -1.8382
C 0.2381 1.6520 -2.9446
C 1.1025 2.7197 -2.3146
N 0.9176 4.0237 -2.6718
O 1.9401 2.3732 -1.5053
P 2.2258 -0.2828 -1.6209
O 2.6722 0.1498 -0.1337
Br 2.7416 -2.4642 -1.5086
N -0.6224 -2.2818 -2.4488
C -0.3526 -1.7981 -3.8085
B 1.0055 -2.3292 -4.4817
O 1.7772 -1.4883 -5.2397
O 1.3573 -3.6319 -4.3221
C -1.3329 -3.5826 -2.3929
C -2.8834 -3.5422 -2.4361
C -3.5314 -4.0113 -1.1108
C -3.4736 -2.2162 -2.9323
H 2.5495 -3.8895 3.9802
H 2.1982 -3.9812 2.2561
H 3.1025 -2.6055 2.9127
H 0.4810 -2.9305 4.2510
H 1.1121 -1.4874 3.4961
H -1.0731 -2.5087 2.5585
H -0.0936 -3.8152 1.9179
H 0.3033 -0.8547 1.2427
H 1.2982 -2.2255 0.6625
H -0.5055 1.3547 -0.9358
H -1.3321 0.4140 -2.1586
H -0.5965 2.0951 -3.4952
H 0.8315 1.0888 -3.6707
H 0.1536 4.1897 -3.3081
H 0.9000 4.6647 -1.8872
H 2.9242 -0.5837 0.4431
H -1.1567 -2.2003 -4.4316
H -0.4404 -0.7150 -3.8569
H 1.3126 -0.7575 -5.6613
H 1.9078 -3.9561 -5.0478
H -0.9550 -4.1298 -1.5316
H -0.9709 -4.1114 -3.2776
H -3.1586 -4.2905 -3.1847
H -4.0964 -4.9312 -1.2603
H -4.1904 -3.2490 -0.6921
H -2.7806 -4.2206 -0.3433
H -3.0697 -1.3349 -2.4312
H -4.5588 -2.2673 -2.8316
H -3.2845 -2.0958 -4.0049
F 6.1462 -8.7662 -1.1621
C 6.2261 -7.4731 -1.5249
C 5.1314 -6.6578 -1.3185
C 5.2237 -5.3256 -1.6941
C 6.3866 -4.8303 -2.2664
C 7.4705 -5.6755 -2.4627
C 7.3978 -7.0093 -2.0892
H 4.2342 -7.0666 -0.8743
H 4.3790 -4.6678 -1.5379
H 6.4498 -3.7901 -2.5568
H 8.3796 -5.2965 -2.9094
H 8.2307 -7.6847 -2.2276
F 0.7151 3.4751 3.9918
C 1.3893 4.1913 3.0633
C 1.6579 5.5227 3.3108
C 2.3475 6.2488 2.3494
C 2.7423 5.6448 1.1620
C 2.4514 4.3054 0.9373
C 1.7758 3.5660 1.8980
H 1.3284 5.9766 4.2365
H 2.5701 7.2919 2.5293
H 3.2719 6.2179 0.4128
H 2.7167 3.8098 0.0146
H 1.5470 2.5193 1.7447
F 2.1764 0.8881 7.6638
C 3.0994 1.8421 7.4148
C 2.8901 2.7059 6.3592
C 3.8432 3.6829 6.1073
C 4.9776 3.7797 6.9015
C 5.1599 2.8957 7.9562
C 4.2149 1.9153 8.2237
H 2.0021 2.6098 5.7519
H 3.6960 4.3714 5.2849
H 5.7173 4.5423 6.6999
H 6.0430 2.9669 8.5765
H 4.3333 1.2192 9.0426
F -5.0180 4.3087 0.9670
C -4.0616 5.1555 1.4068
C -4.2544 6.5138 1.2571
C -3.2644 7.3742 1.7109
C -2.1088 6.8721 2.2944
C -1.9432 5.5011 2.4311
C -2.9269 4.6281 1.9884
H -5.1609 6.8814 0.7964
H -3.3996 8.4424 1.6077
H -1.3392 7.5477 2.6426
H -1.0437 5.1072 2.8805
H -2.8231 3.5563 2.0922
F -7.3092 -3.0887 -3.9978
C -7.9182 -1.8917 -3.8294
C -8.7084 -1.6977 -2.7153
C -9.3229 -0.4649 -2.5484
C -9.1460 0.5419 -3.4875
C -8.3472 0.3165 -4.5998
C -7.7208 -0.9091 -4.7779
H -8.8390 -2.4993 -2.0011
H -9.9453 -0.2935 -1.6808
H -9.6325 1.4981 -3.3541
H -8.2126 1.0959 -5.3376
H -7.0933 -1.1074 -5.6364
*
```

Here are the Mulliken charges for atoms 1 to 99, given in e: -1.0514, -0.6226, -0.6881, 0.3846, 0.3501, -0.0734, -1.9956, 1.0748, -0.5661, -0.7912, 0.4738, -0.5222, -0.4840, 0.2146, -0.2861, -0.0029, 1.6321, -1.1606, 0.8251, -0.4923, -0.5676, -1.4265, 0.7724, -1.4684, -1.5671, 0.3411, 0.2626, 0.2479, 0.4149, 0.3416, 0.4468, 0.3244, 0.1646, -0.3133, 0.4359, 0.1694, 0.5529, 0.2991, 0.2645, 0.2788, 0.3003, 0.3442, -0.0067, 0.3173, 0.3050, 0.5015, 0.6100, 0.5276, 0.3312, 0.3374, 0.3201, 0.1428, 0.5738, 0.3142, -0.3114, 0.3831, -0.6156, 0.0280, -0.5448, -0.2717, -0.5396, 0.4165, 0.1598, 0.3957, 0.3719, 0.4288, -0.4439, -0.0346, -0.0546, -0.3671, -0.8708, -0.5905, -0.5221, 0.5565, 0.4652, 0.4274, 0.8147, 0.6185, -0.3154, 0.4428, -0.5460, -0.0256, -0.7701, -0.2610, -0.6049, 0.5632, 0.3240, 0.3829, 0.3637, 0.4314, -0.3174, 0.4614, -0.5783, -0.2613, -0.6554, 0.1352, -0.7626, 0.4306, 0.3731


Record 2
The following is a DFT calculation (the ωB97M-V functional and the def2-TZVPD basis) of C43H54F3N4OPtSi4Te as an isolated structure.

* electronic energy: -3809.99526 hartree
* HOMO level: -9.9 eV
* M: 1134.95 g mol⁻¹

The geometry in ORCA input format:
```
! RIJCOSX wB97M-V def2-TZVPD def2/J DEFGRID3
* xyz 1 1
Pt 2.2531 -0.9360 -1.8296
C 4.0577 -4.5783 -3.0508
C 3.7371 -3.1954 -2.6123
N 2.5479 -2.7812 -2.3700
N 1.4416 -3.5686 -2.4924
C 0.3611 -2.8684 -2.2330
O 0.3615 -1.6167 -1.8721
C -0.9456 -3.5361 -2.3783
C -2.1195 -2.8273 -2.1263
C -3.3472 -3.4451 -2.2976
C -3.4084 -4.7681 -2.7107
C -2.2406 -5.4783 -2.9537
C -1.0104 -4.8658 -2.7923
C 4.7640 -2.1578 -2.4182
C 6.1079 -2.4124 -2.6226
C 7.0316 -1.3890 -2.4651
C 6.5729 -0.1351 -2.1146
C 5.2153 0.0524 -1.9119
N 4.3205 -0.9229 -2.0381
H 3.1388 -5.1355 -3.2060
H 4.6254 -4.5559 -3.9824
H 4.6602 -5.0916 -2.2988
H -2.0538 -1.8005 -1.7959
H -4.2575 -2.8919 -2.1119
H -4.3692 -5.2477 -2.8453
H -2.2904 -6.5106 -3.2736
H -0.0962 -5.4082 -2.9847
H 6.4227 -3.4043 -2.9112
H 8.0850 -1.5733 -2.6247
H 7.2399 0.7061 -1.9929
H 4.8388 1.0228 -1.6385
C -0.6915 0.2925 5.1588
Si -2.2016 0.9484 4.2486
C -3.6428 0.9344 5.4579
C -1.9279 2.7103 3.6590
Si -2.7620 -0.4320 2.4289
Te -0.6588 -1.2335 1.2755
Si -4.1962 0.6312 0.8893
C -3.4590 2.2224 0.2090
C -5.7503 1.0729 1.8548
C -4.6679 -0.4795 -0.5538
Si -3.5852 -2.5219 3.1591
C -5.1955 -2.3330 4.1034
C -2.2993 -3.3150 4.2766
C -3.8822 -3.6164 1.6569
H -0.3381 1.0479 5.8652
H 0.1345 0.0409 4.4946
H -0.9441 -0.6054 5.7254
H -3.4287 1.6292 6.2747
H -3.7909 -0.0544 5.8978
H -4.5835 1.2448 4.9976
H -1.3810 3.2737 4.4198
H -2.8852 3.2122 3.4995
H -1.3554 2.7674 2.7323
H -3.2016 2.9297 1.0002
H -4.1921 2.7020 -0.4460
H -2.5640 2.0400 -0.3852
H -5.5333 1.7748 2.6639
H -6.2208 0.1923 2.2957
H -6.4825 1.5465 1.1958
H -3.8265 -0.6640 -1.2257
H -5.4552 0.0103 -1.1329
H -5.0528 -1.4410 -0.2148
H -5.0645 -1.7782 5.0343
H -5.5808 -3.3242 4.3556
H -5.9604 -1.8222 3.5163
H -2.0953 -2.6926 5.1500
H -1.3500 -3.4857 3.7644
H -2.6687 -4.2801 4.6326
H -4.7131 -3.2447 1.0557
H -4.1339 -4.6302 1.9805
H -3.0101 -3.6881 1.0028
F -0.1207 5.2117 2.0316
C 0.7384 4.8103 1.0832
F 1.9635 5.2312 1.4640
F 0.4228 5.4681 -0.0443
C 0.7228 3.3210 0.8984
C 0.0952 2.7528 -0.1386
C 0.2301 1.2635 -0.3080
N 0.2573 0.5936 0.9743
C 1.0081 1.1812 1.9384
C 1.3501 2.4978 1.8920
H -0.4105 3.3298 -0.9004
H -0.6039 0.8973 -0.8885
H 1.2754 0.5610 2.7847
H 1.9624 2.9242 2.6727
C 5.1878 4.8655 -0.2364
C 5.4680 3.7362 0.5235
C 4.6740 2.6141 0.3931
C 3.5964 2.5943 -0.5074
C 3.3279 3.7421 -1.2631
C 4.1169 4.8689 -1.1208
C 2.7194 1.4356 -0.4710
C 1.5559 1.1290 -1.1988
C 1.3895 1.4256 -2.6715
C 2.4380 1.8332 -3.5067
C 2.2821 1.9436 -4.8765
C 1.0598 1.6686 -5.4710
C 0.0036 1.2661 -4.6703
C 0.1611 1.1473 -3.3001
H 5.7945 5.7542 -0.1219
H 6.2905 3.7448 1.2260
H 4.8586 1.7403 1.0086
H 2.4834 3.7644 -1.9371
H 3.8892 5.7585 -1.6921
H 2.9285 0.7834 0.3680
H 3.4084 2.0613 -3.0867
H 3.1256 2.2504 -5.4814
H 0.9359 1.7604 -6.5415
H -0.9565 1.0329 -5.1122
H -0.6752 0.7748 -2.7302
*
```

Here are the Mulliken charges for atoms 1 to 99, given in e: -0.0081, -1.7912, 1.5793, 0.8430, -1.2048, -0.2271, 0.1555, 0.4208, 0.5369, -0.5166, -0.5817, -0.8312, -0.5424, 0.2563, -0.8987, -0.5330, -1.4409, -0.0703, -0.1458, 0.3162, 0.3917, 0.3815, -0.0014, 0.4085, 0.4264, 0.4016, 0.4807, 0.4375, 0.4425, 0.4921, 0.8308, -1.1015, 0.4301, -1.0822, -0.4167, 0.3336, -0.4106, 0.3037, -0.4912, -1.0779, -0.7102, 0.3912, -1.0608, -0.9523, -0.9757, 0.4218, 0.2139, 0.3489, 0.3720, 0.2442, 0.3002, 0.3715, 0.4688, -0.4359, 0.2390, 0.6012, -0.3290, 0.2330, 0.2701, 0.4145, 0.0041, 0.4988, 0.1937, 0.2629, 0.4079, 0.2977, 0.2399, 0.2897, 0.4031, 0.2544, 0.4904, 0.2035, -0.2854, 0.4956, -0.2646, -0.2966, 1.0316, -1.2264, 1.5008, -0.1202, -1.5098, -1.2652, 0.5767, 0.2956, 0.8212, 0.5423, -0.6354, -0.9500, -0.2776, 1.2711, -0.3111, -1.0386, -0.1274, 0.1149, 1.1924, -0.0992, -1.1655, -0.7880, -0.9258


What is the HOMO level in the second record?
-9.9 eV